1.
A gas-phase ion, C5H6N (charge +1) in a non-equilibrium geometry. Source: the Open Molecules 2025 dataset; level of theory: ωB97M-V/def2-TZVPD.

## Properties
net charge: +1
ΔE to the lowest compared entry with this formula, charge and spin: 6.4092 eV
gap between HOMO and LUMO (alpha / beta): 5.53 / 5.54 eV

```
12
C5H6N ωB97M-V/def2-TZVPD
N -0.64872 0.42453 -0.59414
C 2.34935 -0.70390 -0.29401
C -2.82917 -0.51955 0.16845
C 0.27621 0.76102 0.53699
C -1.80862 -0.15824 -0.38718
C 1.56330 0.17585 0.19190
H -0.44220 0.93545 -1.44290
H 1.86788 -1.61650 -0.67223
H -0.24215 0.26079 1.40781
H 3.44402 -0.75252 -0.24419
H 0.19372 1.87962 0.65182
H -3.72362 -0.68657 0.67768
```


2.
A gas-phase ion, C5H6N (charge +1) in a non-equilibrium geometry. Source: the Open Molecules 2025 dataset; level of theory: ωB97M-V/def2-TZVPD.

## Properties
net charge: +1
structure (SMILES): C[C@]12[C@@H]3[C@@]14[NH2+][C@@]324
ΔE to the lowest compared entry with this formula, charge and spin: 7.3900 eV
gap between HOMO and LUMO: 9.76 eV

```
12
C5H6N ωB97M-V/def2-TZVPD
N 1.97589 0.59316 0.00841
C 1.02744 -0.10737 -0.84172
C 1.03330 -0.10408 0.85005
C -1.58106 0.08366 -0.00300
C -0.17420 -0.10763 -0.02473
C 0.76597 -1.30738 0.02746
H 0.79885 -2.39609 0.22893
H 1.89176 1.59908 -0.07819
H 2.87085 0.06853 -0.16088
H -1.90617 0.03680 -1.00071
H -1.99939 -0.79700 0.32311
H -1.80897 0.98359 0.43960
```


3.
A gas-phase ion, C5H6N (charge +1) in a non-equilibrium geometry. Source: the Open Molecules 2025 dataset; level of theory: ωB97M-V/def2-TZVPD.

## Properties
net charge: +1
ΔE to the lowest compared entry with this formula, charge and spin: 6.6838 eV
gap between HOMO and LUMO: 6.88 eV

```
12
C5H6N ωB97M-V/def2-TZVPD
N -0.86203 -0.93441 -0.02367
C -0.60045 0.38961 0.08608
C -2.02411 -0.00191 0.13993
C 1.85874 -0.88862 0.07525
C 1.81266 0.35153 -0.09970
C 0.54727 1.12074 0.11478
H 0.79862 2.09860 0.43619
H -0.68818 -1.61355 -0.86910
H 2.36228 1.07406 -0.57277
H 1.99242 -1.85852 0.53315
H -2.57799 0.04004 1.00497
H -2.61923 0.22243 -0.82511
```


4.
A molecular structure, C5H6N in a non-equilibrium geometry. Source: the Open Molecules 2025 dataset; level of theory: ωB97M-V/def2-TZVPD.

## Properties
net charge: +1
ΔE to the lowest compared entry with this formula, charge and spin: 7.7261 eV
gap between HOMO and LUMO (alpha / beta): 8.09 / 8.47 eV

```
12
C5H6N ωB97M-V/def2-TZVPD
N -0.46650 0.55904 -0.32612
C -0.44198 1.95713 -0.86918
C 0.33667 -0.62057 -0.52161
C 0.65939 2.17981 -0.21903
C -0.13608 -0.22553 0.76491
C -0.50617 -1.56456 0.28386
H -1.04046 2.33773 -1.66873
H 1.32420 1.91343 0.59525
H 1.29575 -0.67813 -1.03623
H 0.08762 0.08663 1.76915
H 0.05006 -2.35579 0.71430
H -1.54758 -1.78907 -0.03616
```


5.
A gas-phase ion, C5H6N (charge +1) in a non-equilibrium geometry. Source: the Open Molecules 2025 dataset; level of theory: ωB97M-V/def2-TZVPD.

## Properties
net charge: +1
structure (SMILES): C#C[N@H+]1CC1=C
ΔE to the lowest compared entry with this formula, charge and spin: 5.2762 eV
gap between HOMO and LUMO: 10.81 eV

```
12
C5H6N ωB97M-V/def2-TZVPD
N 0.40817 0.30714 0.64456
C 2.63748 -0.37105 -0.33714
C -0.97662 -0.09869 0.00582
C -0.62756 1.29524 -0.22456
C -1.72833 -1.18344 -0.09659
C 1.58211 -0.20167 0.23545
H -0.19385 1.66924 -1.12537
H -2.60738 -1.32291 -0.68425
H -1.06933 1.95781 0.57762
H 3.56056 -0.60699 -0.73792
H 0.31532 0.71660 1.58394
H -1.30057 -2.16127 0.15843
```


6.
A gas-phase ion, C5H6N (charge +1) in a non-equilibrium geometry. Source: the Open Molecules 2025 dataset; level of theory: ωB97M-V/def2-TZVPD.

## Properties
net charge: +1
structure (SMILES): C=CC1=[N+]=C1C
ΔE to the lowest compared entry with this formula, charge and spin: 4.0681 eV
gap between HOMO and LUMO: 10.29 eV

```
12
C5H6N ωB97M-V/def2-TZVPD
N -0.61406 -2.05458 0.03843
C -2.21460 0.18400 -0.04309
C 0.28457 -1.07876 -0.08922
C -1.07003 -0.67299 0.01993
C 1.63331 -0.95545 -0.21767
C 2.33512 0.10089 0.23885
H -2.00617 0.81790 0.77236
H 3.43958 0.16183 0.19580
H -3.21965 -0.48841 -0.00491
H 1.86594 1.01216 0.65388
H 2.35104 -1.67150 -0.53367
H -2.09668 0.86650 -0.82710
```


no.,E_tot (eV)
1,-6758.768
2,-6757.787
3,-6758.494
4,-6757.451
5,-6759.901
6,-6761.109